1.
Molecular formula: C34H34NP2PdS2Si
Method: DFT, ωB97M-V with the def2-TZVPD basis set

Geometry as XYZ:
```
75
C34H34NP2PdS2Si (ωB97M-V with the def2-TZVPD basis set)
Pd -1.09 -0.61 -0.57
S -0.43 -2.43 0.67
P 1.25 -1.30 0.55
C 1.01 -0.49 -0.91
P 0.87 1.14 -1.34
S -0.63 1.26 -2.63
C 0.43 2.28 0.07
C -0.90 2.52 0.39
C -1.26 3.32 1.46
C -0.27 3.93 2.23
C 1.06 3.71 1.92
C 1.41 2.89 0.85
C 2.45 1.87 -1.86
C 3.65 1.27 -1.49
C 4.86 1.85 -1.83
C 4.88 3.02 -2.57
C 3.69 3.61 -2.97
C 2.48 3.03 -2.62
C 2.80 -2.27 0.57
C 3.45 -2.48 -0.65
C 4.61 -3.23 -0.70
C 5.13 -3.79 0.46
C 4.47 -3.60 1.67
C 3.31 -2.85 1.73
C 1.42 -0.30 2.07
C 0.32 -0.01 2.86
C 0.45 0.81 3.98
C 1.69 1.32 4.33
C 2.80 1.04 3.54
C 2.66 0.24 2.42
H -1.69 2.09 -0.23
H -2.30 3.48 1.68
H -0.55 4.56 3.07
H 1.84 4.17 2.52
H 2.46 2.74 0.64
H 3.62 0.34 -0.93
H 5.79 1.38 -1.53
H 5.83 3.48 -2.84
H 3.70 4.52 -3.56
H 1.54 3.48 -2.94
H 3.02 -2.04 -1.54
H 5.11 -3.38 -1.65
H 6.04 -4.38 0.42
H 4.87 -4.04 2.58
H 2.81 -2.70 2.67
H -0.65 -0.42 2.60
H -0.43 1.04 4.58
H 1.79 1.96 5.20
H 3.77 1.45 3.80
H 3.53 0.03 1.81
C -5.31 -2.15 0.81
Si -4.27 -0.65 0.32
C -5.46 0.76 -0.08
C -3.35 -0.15 1.89
N -3.14 -0.98 -0.92
C -3.45 -1.61 -2.10
C -2.45 -2.09 -2.97
C -2.76 -2.72 -4.16
C -4.08 -2.91 -4.56
C -5.08 -2.44 -3.73
C -4.78 -1.80 -2.53
H -5.78 -1.97 1.79
H -4.66 -3.03 0.91
H -6.09 -2.39 0.10
H -5.99 1.09 0.82
H -6.20 0.49 -0.83
H -4.90 1.62 -0.47
H -4.02 0.41 2.55
H -2.48 0.47 1.68
H -3.00 -1.03 2.43
H -1.40 -1.96 -2.71
H -1.95 -3.07 -4.79
H -4.32 -3.40 -5.50
H -6.12 -2.55 -4.01
H -5.59 -1.43 -1.92
```

Calculated values
Net charge = -1
Energy above the lowest of the compared OMol25 structures with the same formula, charge and spin = 0.000 eV

2.
Molecular formula: C34H35ClF15N2O12PS2
Method: DFT, ωB97M-V with the def2-TZVPD basis set

Geometry as XYZ:
```
102
C34H35ClF15N2O12PS2 (ωB97M-V with the def2-TZVPD basis set)
O -4.33 -4.28 -3.55
C -4.19 -3.05 -3.38
O -3.26 -2.39 -4.27
C -4.95 -2.15 -2.30
C -4.45 -2.34 -0.80
C -2.99 -2.38 -0.31
Cl -1.62 -2.23 -1.49
C -2.68 -2.53 1.24
P -0.90 -2.60 1.89
S -0.05 -4.13 0.96
C -3.81 -2.65 2.32
C -3.45 -2.78 3.88
C -2.73 -1.52 4.50
C -2.31 -1.46 6.01
C -2.67 -2.68 6.91
C -3.38 -3.92 6.27
C -3.77 -4.00 4.77
C -5.31 -2.66 1.89
N -6.49 -2.80 2.74
S -7.74 -2.75 1.54
N -6.99 -2.52 0.03
C -5.57 -2.50 0.32
H -3.11 -1.46 -3.95
H -6.06 -2.48 -2.33
H -4.90 -1.06 -2.67
H -0.83 -2.94 3.30
H -0.16 -1.39 1.67
H -2.46 -0.59 3.87
H -1.79 -0.57 6.49
H -2.36 -2.64 8.02
H -3.62 -4.79 6.98
H -4.29 -4.90 4.29
C 3.09 -3.46 7.38
C 2.30 -2.17 7.32
O 2.56 -1.45 6.10
C 1.97 -1.94 4.99
O 1.26 -2.91 4.98
C 2.31 -1.08 3.78
F 3.63 -0.83 3.67
F 1.69 0.12 3.83
F 1.93 -1.65 2.62
H 4.15 -3.26 7.25
H 2.93 -3.97 8.34
H 2.80 -4.15 6.58
H 2.60 -1.52 8.14
H 1.22 -2.34 7.43
C 7.65 2.72 3.61
C 6.85 1.47 3.94
O 7.41 0.78 5.07
C 7.18 1.32 6.28
O 6.55 2.33 6.45
C 7.80 0.47 7.38
F 9.09 0.15 7.12
F 7.14 -0.69 7.55
F 7.80 1.10 8.58
H 8.70 2.46 3.45
H 7.26 3.21 2.72
H 7.63 3.44 4.43
H 6.88 0.78 3.10
H 5.79 1.70 4.13
C -3.84 -1.68 -7.13
C -5.14 -0.94 -7.40
O -4.89 0.30 -8.08
C -4.61 0.21 -9.39
O -4.55 -0.84 -10.00
C -4.40 1.59 -10.00
F -3.56 2.36 -9.27
F -5.56 2.28 -10.09
F -3.89 1.55 -11.25
H -3.14 -1.05 -6.58
H -4.02 -2.59 -6.56
H -3.34 -1.96 -8.07
H -5.61 -0.69 -6.44
H -5.85 -1.55 -7.96
C 9.31 4.08 9.43
C 8.33 4.78 8.51
O 8.80 6.10 8.16
C 9.79 6.14 7.25
O 10.28 5.17 6.73
C 10.18 7.59 6.94
F 10.38 8.31 8.06
F 9.22 8.23 6.24
F 11.31 7.68 6.21
H 9.51 4.69 10.31
H 8.92 3.11 9.74
H 10.28 3.92 8.94
H 7.38 4.92 9.03
H 8.13 4.20 7.61
C -6.12 -0.09 -13.22
C -6.91 1.20 -13.28
O -6.64 1.92 -14.49
C -7.22 1.43 -15.61
O -7.93 0.46 -15.64
C -6.87 2.30 -16.82
F -5.55 2.55 -16.91
F -7.49 3.50 -16.77
F -7.24 1.73 -17.99
H -5.05 0.11 -13.34
H -6.28 -0.60 -12.27
H -6.40 -0.78 -14.02
H -6.62 1.85 -12.46
H -7.99 1.02 -13.18
```

Calculated values
Structure (SMILES) = O=C(O)Cc1c(Cl)c([PH2]=S)c(-c2ccccc2)c2nsnc12.CCOC(=O)C(F)(F)F.CCOC(=O)C(F)(F)F.CCOC(=O)C(F)(F)F.CCOC(=O)C(F)(F)F.CCOC(=O)C(F)(F)F

3.
Molecular formula: C34H35F4N5
Method: DFT, ωB97M-V with the def2-TZVPD basis set

Geometry as XYZ:
```
78
C34H35F4N5 (ωB97M-V with the def2-TZVPD basis set)
F -1.64 5.52 6.06
C -2.34 4.75 5.20
C -3.47 5.24 4.59
C -4.24 4.39 3.80
C -3.84 3.08 3.56
C -2.62 2.66 4.09
C -1.88 3.47 4.94
H -3.79 6.27 4.73
H -5.08 4.84 3.30
H -4.43 2.39 2.98
H -2.25 1.66 3.90
H -0.98 3.10 5.42
F -0.47 -1.32 0.42
C 0.21 -0.20 0.75
C 1.09 0.32 -0.18
C 1.81 1.46 0.15
C 1.61 2.08 1.38
C 0.69 1.58 2.27
C 0.00 0.41 1.97
H 1.13 -0.10 -1.18
H 2.42 1.95 -0.60
H 2.14 3.00 1.58
H 0.48 2.09 3.21
H -0.66 -0.07 2.69
F 5.49 -3.03 -4.97
C 4.68 -2.13 -4.39
C 4.07 -1.18 -5.17
C 3.25 -0.23 -4.59
C 3.04 -0.24 -3.22
C 3.61 -1.25 -2.45
C 4.44 -2.20 -3.02
H 4.27 -1.19 -6.23
H 2.79 0.53 -5.21
H 2.52 0.56 -2.72
H 3.48 -1.23 -1.38
H 5.00 -2.90 -2.42
F -0.51 -4.03 1.06
C -0.76 -4.48 -0.19
C -1.80 -5.35 -0.42
C -1.99 -5.82 -1.71
C -1.19 -5.36 -2.75
C -0.21 -4.41 -2.52
C -0.01 -3.96 -1.23
H -2.44 -5.63 0.40
H -2.80 -6.51 -1.91
H -1.36 -5.74 -3.75
H 0.39 -4.05 -3.33
H 0.68 -3.18 -0.94
C -3.81 -2.30 0.67
C -3.86 -0.99 1.28
N -3.83 0.03 1.81
H -4.21 -3.06 1.34
H -2.78 -2.50 0.39
H -4.43 -2.33 -0.23
C -0.60 -1.19 -3.76
C -0.40 -0.08 -4.66
N -0.23 0.83 -5.34
H -1.03 -2.06 -4.25
H -1.24 -0.86 -2.95
H 0.35 -1.50 -3.32
C 5.89 5.41 -1.43
C 5.25 4.10 -1.44
N 4.73 3.08 -1.45
H 5.84 5.82 -0.42
H 5.41 6.06 -2.16
H 6.95 5.30 -1.68
C -0.14 -3.14 3.95
C -1.57 -3.04 3.61
N -2.69 -2.99 3.37
H -0.08 -3.08 5.03
H 0.45 -2.39 3.43
H 0.18 -4.13 3.62
C -2.07 2.76 0.42
C -2.26 4.20 0.48
N -2.40 5.34 0.53
H -1.29 2.56 -0.32
H -2.99 2.27 0.14
H -1.70 2.32 1.35
```

Calculated values
Energy above the lowest of the compared OMol25 structures with the same formula, charge and spin = 0.554 eV
Structure (SMILES) = Fc1ccccc1.Fc1ccccc1.Fc1ccccc1.Fc1ccccc1.CC#N.CC#N.CC#N.CC#N.CC#N

no.,gap between HOMO and LUMO (eV),E_HOMO (eV),molecular weight (u)
1,6.3,-3.88,717.2
2,6.3,-8.33,1079.2
3,9.4,-8.96,589.7